# C38H108N6O13

A 13-piece molecular cluster, C38H108N6O13 overall in a non-equilibrium geometry (ωB97M-V/def2-TZVPD, the OMol25 dataset).

Properties
Lowest unoccupied orbital energy ... 0.0191 hartree
E_HOMO ... -8.9 eV
Maximum force ... 3.00 eV/A
Orbital gap ... 9.44 eV

Atoms and positions in Å:
C: 5.79900 -0.85840 3.73875
C: 5.49005 -1.45929 2.38679
O: 4.27350 -2.27755 2.57665
H: 5.90496 -1.66205 4.49404
H: 5.00393 -0.17125 4.00954
H: 6.73271 -0.26726 3.73653
H: 6.26900 -2.21522 2.17705
H: 5.33590 -0.70367 1.62449
H: 3.65330 -2.17170 1.84231
C: 4.44652 -1.51967 -0.85370
C: 3.87484 -1.21663 -2.17933
O: 2.49420 -0.91196 -2.11025
H: 5.56477 -1.71852 -0.90321
H: 3.99519 -2.41900 -0.48328
H: 4.28751 -0.73798 -0.09151
H: 4.01916 -2.08963 -2.88064
H: 4.39596 -0.31094 -2.62157
H: 2.04458 -1.77760 -1.95007
C: -2.56076 0.71321 -4.86245
C: -2.23313 0.57372 -3.39280
O: -3.15383 -0.24106 -2.60841
H: -3.57660 1.06910 -4.92925
H: -2.54195 -0.20751 -5.37974
H: -1.92134 1.45405 -5.34768
H: -2.08379 1.53292 -2.81637
H: -1.32160 0.06027 -3.15641
H: -4.01749 0.16635 -2.73024
C: 1.35446 -5.91623 1.02001
C: 2.38718 -4.89748 1.28457
O: 1.97319 -3.51137 1.36452
H: 1.20046 -6.59068 1.84603
H: 1.60851 -6.53641 0.16121
H: 0.34629 -5.47000 0.86777
H: 3.12688 -4.92810 0.54885
H: 2.85882 -5.16945 2.25888
H: 1.10163 -3.46239 1.80751
C: -7.00150 -3.11675 -2.64579
C: -6.12741 -1.86213 -2.62226
O: -5.77803 -1.49851 -3.97070
H: -6.54143 -3.92412 -3.14308
H: -7.96879 -2.88162 -3.06621
H: -7.09356 -3.41624 -1.59597
H: -5.28111 -1.87310 -1.91734
H: -6.83372 -1.11657 -2.17867
H: -4.83127 -1.39488 -4.09440
C: -2.84414 5.50267 -1.01146
C: -2.85751 4.32344 0.01884
O: -3.73487 4.49632 1.11056
H: -2.45862 5.05859 -1.96676
H: -2.21511 6.31114 -0.76500
H: -3.83894 5.89430 -1.07558
H: -1.79763 4.10824 0.34595
H: -3.13434 3.35595 -0.36430
H: -4.13606 5.40918 1.04700
C: -0.98816 -1.69212 4.43533
C: -0.66879 -3.13021 4.18648
O: 0.53608 -3.26056 3.39123
H: -2.07740 -1.48762 4.59599
H: -0.72124 -1.08032 3.60665
H: -0.42143 -1.24983 5.24414
H: -1.36466 -3.76968 3.59098
H: -0.56501 -3.63869 5.23410
H: 1.24991 -2.60583 3.74854
C: 2.60634 2.95275 -6.22022
C: 2.36981 2.19935 -4.91870
C: 1.21671 2.86199 -4.14545
O: 1.72187 4.09815 -3.66952
C: 0.85793 4.82586 -2.85621
N: 2.35895 0.77342 -5.17332
H: 3.51683 2.57341 -6.68518
H: 2.70984 4.00500 -5.85873
H: 1.77199 2.80172 -6.88991
H: 3.32728 2.40558 -4.36332
H: 1.06489 2.17826 -3.32342
H: 0.23852 2.89459 -4.71691
H: 1.41076 5.50547 -2.31873
H: 0.24899 4.29256 -2.11994
H: 0.11745 5.37677 -3.43697
H: 1.71010 0.37990 -5.86720
H: 2.33850 0.23510 -4.33820
C: 2.87417 -0.93087 6.82965
C: 2.27472 -0.08987 5.75985
C: 2.97280 1.28380 5.77277
O: 2.22705 2.06590 4.82775
C: 1.77949 3.34108 5.25475
N: 2.28210 -0.70642 4.43253
H: 2.73136 -0.45654 7.75500
H: 3.96328 -0.91907 6.74512
H: 2.57778 -1.93508 6.88746
H: 1.25924 0.10172 6.06175
H: 4.05096 1.31356 5.49714
H: 2.76772 1.83563 6.78099
H: 2.53600 4.12851 5.26569
H: 1.38541 3.29683 6.23222
H: 0.90191 3.61960 4.63947
H: 1.93948 -0.07496 3.68207
H: 3.22507 -1.10670 4.10955
C: 1.00939 -4.15170 -3.85463
C: 0.27461 -3.51042 -2.68601
C: -0.84405 -4.42754 -2.26453
O: -1.94153 -4.45231 -3.14707
C: -2.75263 -3.27390 -3.12259
N: 1.16279 -3.30571 -1.48207
H: 0.22164 -4.55254 -4.48059
H: 1.67267 -4.98215 -3.59225
H: 1.57951 -3.38470 -4.40644
H: -0.18998 -2.52067 -2.84257
H: -1.13881 -4.10648 -1.26553
H: -0.53336 -5.42760 -2.12310
H: -3.72436 -3.45805 -3.66269
H: -2.26273 -2.41368 -3.69367
H: -3.06835 -2.94183 -2.13308
H: 0.66899 -3.05667 -0.65525
H: 1.64417 -4.15612 -1.26262
C: 4.14076 2.63003 0.08770
C: 3.82818 4.13774 0.29132
C: 4.10926 4.86595 -1.04010
O: 5.27563 4.41402 -1.70432
C: 5.47163 4.75032 -3.05639
N: 2.43174 4.44302 0.67414
H: 3.84424 2.12148 1.02586
H: 5.16138 2.36152 -0.16518
H: 3.48431 2.26974 -0.72960
H: 4.47111 4.60099 1.04154
H: 4.07383 6.02063 -0.81960
H: 3.24041 4.68360 -1.65107
H: 4.53118 4.63909 -3.64786
H: 6.26722 4.09692 -3.39909
H: 5.72666 5.80993 -3.16887
H: 2.45060 4.47287 1.68794
H: 1.83745 3.67357 0.32174
C: -8.34600 -1.40229 1.10175
C: -7.11478 -1.79223 1.94389
C: -6.11400 -0.66062 2.07526
O: -5.63332 -0.38582 0.76668
C: -4.73842 0.77707 0.76016
N: -7.66963 -2.39275 3.14879
H: -8.22709 -0.71543 0.18029
H: -9.04002 -0.78596 1.61039
H: -8.88421 -2.27611 0.80160
H: -6.52518 -2.68002 1.49005
H: -5.27444 -0.95556 2.70336
H: -6.48712 0.27209 2.46264
H: -5.20674 1.77570 0.84335
H: -4.37719 0.77625 -0.26136
H: -3.87909 0.61709 1.46867
H: -8.30048 -1.75891 3.62669
H: -6.95173 -2.68272 3.81843
C: -0.07107 1.93602 2.07532
C: 0.50383 1.24825 0.83446
C: 0.01698 -0.20018 0.75829
O: -1.36915 -0.28197 1.05351
C: -1.96487 -1.48365 0.57133
N: 0.27072 2.03703 -0.34818
H: -1.06034 1.64825 2.28373
H: -0.02707 3.02361 1.98475
H: 0.50606 1.60393 2.91555
H: 1.54532 1.13214 0.96426
H: 0.61145 -0.76719 1.51084
H: 0.26399 -0.64470 -0.23095
H: -1.47674 -2.30572 1.11837
H: -1.82973 -1.62630 -0.46556
H: -3.00286 -1.47928 0.79346
H: -0.69989 2.34337 -0.47474
H: 0.45670 1.47861 -1.17732